# C23H29NO2

One molecule with the formula C23H29NO2 (wB97M-V/def2-TZVPD, OMol25).

Structure (XYZ):
```
55
Properties=species:S:1:pos:R:3:forces:R:3
C -4.0572 -0.6346 -1.8164 0.288 0.120 0.107
C -2.8155 -0.2369 -1.0018 0.018 -0.278 -0.455
C -1.9656 -1.4998 -0.8154 -0.145 0.207 0.071
C -1.9908 0.7983 -1.7936 -0.144 -0.093 0.178
N -3.2789 0.2760 0.2974 -0.127 -0.055 0.204
C -2.4186 0.0695 1.4542 -0.324 -0.319 0.018
C -1.0662 0.6041 1.3456 0.387 0.416 0.030
C 0.0527 1.0267 1.2452 -0.486 0.016 0.105
C 1.4343 1.4234 1.0662 0.262 -0.084 -0.171
C 2.1222 0.5532 -0.0240 0.107 0.042 0.369
O 1.6276 0.9438 -1.2941 0.027 0.098 -0.054
C 1.8906 -0.9368 0.1836 -0.102 -0.030 -0.118
C 1.6072 -1.5006 1.4211 0.045 0.003 -0.069
C 1.4002 -2.8646 1.5362 0.002 -0.066 0.123
C 1.4781 -3.6832 0.4234 -0.026 -0.097 0.004
C 1.7735 -3.1305 -0.8106 0.003 -0.073 -0.044
C 1.9795 -1.7687 -0.9270 0.028 0.088 -0.023
C 3.6144 0.8429 0.0106 -0.051 0.103 -0.181
C 4.1854 1.6910 -0.9269 -0.135 -0.015 -0.027
C 5.5385 1.9768 -0.8789 0.113 0.054 -0.007
C 6.3329 1.4221 0.1087 0.098 0.034 -0.026
C 5.7671 0.5762 1.0478 0.043 -0.018 0.099
C 4.4158 0.2872 1.0003 -0.025 0.048 -0.010
C -3.8509 1.6151 0.2821 -0.383 0.103 0.267
C -5.1062 1.6404 1.1669 0.330 0.153 0.028
O -6.0034 0.6314 0.7851 -0.251 -0.238 -0.158
H -4.7574 0.1905 -1.9117 -0.090 0.102 -0.028
H -4.5720 -1.4632 -1.3356 -0.055 -0.099 0.064
H -3.7599 -0.9458 -2.8147 0.018 -0.042 -0.159
H -1.7494 -1.9295 -1.7907 0.017 -0.019 -0.085
H -1.0194 -1.2840 -0.3251 0.142 -0.052 0.042
H -2.5029 -2.2454 -0.2345 -0.064 -0.114 0.082
H -2.6305 1.5372 -2.2697 -0.024 0.105 -0.066
H -1.4194 0.3020 -2.5743 0.056 -0.050 -0.151
H -1.3079 1.3207 -1.1279 0.075 0.074 0.017
H -2.9101 0.5341 2.3145 0.036 -0.156 -0.042
H -2.3465 -1.0033 1.6607 -0.036 0.141 0.086
H 1.9741 1.3415 2.0119 0.021 0.042 -0.021
H 1.4875 2.4642 0.7336 0.141 -0.092 0.055
H 0.6949 0.7010 -1.3355 -0.054 -0.008 0.032
H 1.5333 -0.8869 2.3051 -0.026 0.090 0.079
H 1.1752 -3.2881 2.5043 -0.021 -0.039 0.075
H 1.3126 -4.7461 0.5185 -0.017 -0.085 0.011
H 1.8446 -3.7606 -1.6850 0.007 -0.055 -0.072
H 2.2120 -1.3330 -1.8878 0.009 0.012 -0.063
H 3.5620 2.1174 -1.6965 -0.031 0.039 -0.075
H 5.9722 2.6369 -1.6159 0.037 0.047 -0.058
H 7.3890 1.6455 0.1471 0.079 0.012 -0.003
H 6.3812 0.1371 1.8206 0.047 -0.036 0.054
H 3.9863 -0.3821 1.7317 -0.014 -0.073 0.050
H -3.1386 2.3796 0.6243 0.017 -0.013 -0.092
H -4.1589 1.8690 -0.7308 0.042 0.006 0.012
H -4.8335 1.5204 2.2270 0.010 0.108 -0.089
H -5.6262 2.5950 1.0570 0.089 -0.013 0.047
H -5.4591 -0.1469 0.5936 0.041 0.050 0.037
```
Positions in Å, forces in eV/Å.

Results
Kohn-Sham gap = 9.477 eV
LUMO energy = 0.690 eV
SMILES string = CC(C)(C)N(CC#CCC(O)(c1ccccc1)c1ccccc1)CCO

Atom charges from the natural (NBO) analysis, given in e for atoms 1 to 5: C -0.613; C 0.147; C -0.624; C -0.651; N -0.482